P | 171
Properties=species:S:1:pos:R:3:mulliken_charge:R:1 method="wB97M-V/def2-TZVPD" homo_ev=-8.5 smiles=COC[C@H](C)N.COC[C@H](C)N.COC[C@H](C)N.COCCNCCOC.COCCNCCOC.COCCNCCOC.COCCNCCOC.COCCNCCOC homo_lumo_gap_ev=9.18 total_charge=0
C -16.61288 2.25694 -17.53684 -0.198
O -15.69165 1.33189 -18.05596 -0.460
C -15.43134 0.27852 -17.14965 0.172
C -14.38931 -0.63753 -17.79010 0.153
C -13.90948 -1.67299 -16.77547 -0.805
N -13.21038 0.12893 -18.25289 -0.845
H -17.62514 1.84142 -17.46410 0.127
H -16.60706 3.10574 -18.22183 0.404
H -16.33152 2.61809 -16.54048 -0.054
H -15.05662 0.62449 -16.17785 -0.289
H -16.36753 -0.28045 -17.00396 0.303
H -14.81894 -1.16401 -18.64420 0.400
H -14.80296 -2.17942 -16.39878 0.044
H -13.39385 -1.17558 -15.95005 -0.018
H -13.24797 -2.40621 -17.22955 0.451
H -13.58783 0.95698 -18.71527 0.361
H -12.75732 0.54186 -17.43730 0.259
C -19.03777 -1.40164 -13.72698 -0.603
O -18.20760 -0.31685 -14.09686 0.397
C -18.24414 0.76407 -13.19597 0.420
C -17.21812 1.81136 -13.61715 1.111
C -15.77339 1.39925 -13.36866 -0.854
N -17.39611 3.09885 -12.94701 0.482
H -18.75734 -1.81949 -12.75216 0.369
H -18.84672 -2.18240 -14.46524 0.199
H -20.08830 -1.11456 -13.73531 -0.200
H -19.21843 1.27355 -13.19881 -0.906
H -18.02523 0.45602 -12.16249 0.209
H -17.41233 2.01399 -14.67683 -0.675
H -15.09682 2.04251 -13.93635 0.262
H -15.61963 0.39777 -13.77681 -0.191
H -15.57204 1.44312 -12.29895 0.353
H -18.32932 3.46827 -12.74980 -0.347
H -16.93842 3.15751 -12.03234 0.421
C -20.49792 2.96806 -15.63547 -0.221
O -21.31593 3.04183 -16.78016 -0.404
C -20.76828 2.35993 -17.88418 -0.490
C -21.67527 2.55270 -19.07495 0.489
C -23.06512 1.96561 -18.87831 -1.065
N -21.08933 1.82339 -20.21042 -0.697
H -19.47251 3.28763 -15.86316 0.495
H -20.51900 1.96851 -15.18325 -0.111
H -20.87263 3.65614 -14.87551 -0.046
H -19.77589 2.78354 -18.10195 0.335
H -20.66532 1.28263 -17.68751 0.275
H -21.80927 3.62318 -19.27653 0.184
H -23.60352 2.44292 -18.05866 -0.109
H -23.01850 0.89031 -18.69413 0.318
H -23.66216 2.10094 -19.78306 0.487
H -21.56280 2.08061 -21.06707 0.279
H -20.11034 2.07462 -20.31056 0.219
C -19.07868 -0.15073 -8.18507 -0.936
O -19.60050 -0.04779 -9.49159 -0.089
C -21.00687 -0.23267 -9.52480 -1.046
C -21.59956 0.44374 -10.72809 0.498
N -21.47338 1.87651 -10.68381 -0.400
C -21.96775 2.54461 -11.87307 0.938
C -21.49594 3.96518 -12.01808 -1.509
O -20.08492 4.05151 -11.96875 -0.068
C -19.65361 5.40993 -11.93450 -0.909
H -19.68658 0.43508 -7.48734 0.431
H -18.06707 0.24695 -8.14385 0.188
H -19.05210 -1.20427 -7.88540 0.311
H -21.46593 0.20026 -8.62632 0.446
H -21.22049 -1.30880 -9.51887 0.420
H -22.62897 0.07186 -10.82131 0.319
H -21.15012 0.07456 -11.65974 -0.408
H -20.52750 2.15654 -10.46047 0.224
H -23.06190 2.55431 -11.86060 0.442
H -21.62410 1.97067 -12.74833 -0.705
H -21.88967 4.54462 -11.16798 0.445
H -21.87110 4.39617 -12.95415 0.406
H -18.58561 5.43838 -12.14116 0.197
H -19.92393 5.87835 -10.98533 0.302
H -20.13852 5.95546 -12.75560 0.332
C -10.40126 -2.27977 -14.57210 -0.793
O -11.22483 -1.35289 -13.92929 -0.309
C -11.95599 -1.93688 -12.86347 -0.788
C -12.74527 -0.83604 -12.21455 0.085
N -11.85860 0.05427 -11.46914 -0.425
C -12.48485 1.35060 -11.20291 -0.319
C -11.47372 2.31380 -10.61578 -0.426
O -10.28634 2.25483 -11.35637 -0.275
C -9.28404 3.07837 -10.82450 -0.797
H -9.82435 -1.76048 -15.33096 0.261
H -11.00127 -3.08492 -15.02101 0.247
H -9.72246 -2.78435 -13.86971 0.326
H -11.25828 -2.37458 -12.13660 0.517
H -12.60858 -2.72067 -13.26988 0.475
H -13.42095 -1.29964 -11.48609 0.452
H -13.34212 -0.38906 -13.02532 -0.451
H -11.10567 0.25847 -12.12418 0.370
H -13.36829 1.29324 -10.56528 0.290
H -12.80083 1.78880 -12.17077 0.063
H -11.31444 2.05401 -9.55347 0.400
H -11.81213 3.36057 -10.59361 0.337
H -9.60756 4.12818 -10.78117 0.281
H -8.39237 2.95914 -11.43084 0.242
H -9.06093 2.80002 -9.78376 0.327
C -28.82434 4.11638 -13.70123 -0.755
O -27.54026 4.58161 -13.98531 -0.329
C -27.10469 4.28056 -15.30178 -0.730
C -25.66300 3.84827 -15.27181 -0.296
N -25.55682 2.40577 -14.92467 -0.344
C -24.16069 1.99423 -14.93955 1.177
C -23.94027 0.70453 -14.18824 -1.479
O -22.56902 0.41079 -14.23982 0.176
C -22.23361 -0.33236 -15.38282 -0.572
H -28.84968 3.01595 -13.72124 0.335
H -29.61162 4.54648 -14.32314 0.297
H -29.05297 4.32103 -12.65185 0.257
H -27.19379 5.16369 -15.95205 0.396
H -27.73370 3.51475 -15.76492 0.383
H -25.07521 4.48288 -14.59664 0.214
H -25.22099 3.89452 -16.27239 0.277
H -25.91716 2.35658 -13.97187 0.284
H -23.51785 2.77946 -14.51022 -0.085
H -23.83701 1.89388 -15.97594 -0.514
H -24.54138 -0.10553 -14.61432 0.491
H -24.26880 0.82897 -13.15372 0.334
H -22.47684 0.17074 -16.33270 0.088
H -22.81491 -1.26405 -15.43143 0.396
H -21.16625 -0.53459 -15.43530 0.047
C -18.93134 -10.40886 -15.23067 -0.741
O -18.00516 -9.41797 -14.84981 -0.299
C -17.02743 -9.20157 -15.82522 -0.564
C -15.99346 -8.20433 -15.33622 -0.606
N -16.54091 -6.89194 -15.11643 -0.225
C -15.53144 -5.96528 -14.66508 -0.585
C -16.16815 -4.68372 -14.17938 -0.624
O -15.19263 -3.68893 -14.02081 -0.129
C -15.74673 -2.42940 -13.76111 0.310
H -19.56733 -10.06823 -16.05606 0.301
H -19.58661 -10.57329 -14.37486 0.242
H -18.44532 -11.35503 -15.48522 0.301
H -17.45237 -8.81635 -16.76770 0.339
H -16.47084 -10.10156 -16.13368 0.396
H -15.19946 -8.18815 -16.08660 0.358
H -15.53996 -8.65417 -14.43330 0.344
H -17.33258 -6.89266 -14.48764 0.218
H -14.80935 -5.72506 -15.44841 0.254
H -14.93557 -6.35338 -13.82039 0.268
H -16.71258 -4.84345 -13.23080 0.299
H -16.95513 -4.36697 -14.88579 0.385
H -14.95561 -1.70348 -13.59004 -1.068
H -16.33862 -2.46878 -12.83249 0.644
H -16.39911 -2.03182 -14.54608 0.189
C -17.14134 2.85577 -9.38356 -0.621
O -16.17731 3.16252 -10.36847 -0.133
C -15.45758 4.35369 -10.09337 -1.315
C -14.42962 4.60682 -11.17753 0.185
N -15.07849 5.09032 -12.39026 -0.376
C -14.16202 5.22043 -13.49976 -0.338
C -14.86120 5.89817 -14.65951 -0.621
O -13.95527 6.37078 -15.61561 -0.324
C -14.35882 7.55642 -16.23677 -0.729
H -16.66722 2.51713 -8.45547 0.366
H -17.77335 2.06870 -9.79260 -0.178
H -17.75413 3.73572 -9.15677 0.401
H -14.92486 4.18592 -9.14494 0.504
H -16.08787 5.24656 -10.00210 0.361
H -13.91422 3.65453 -11.38243 -0.496
H -13.71911 5.35528 -10.82489 0.847
H -15.82638 4.45971 -12.67628 0.171
H -13.68079 4.28191 -13.81869 0.027
H -13.33381 5.87391 -13.19767 0.530
H -15.50427 6.70094 -14.26785 0.406
H -15.63160 5.22451 -15.08103 0.101
H -14.59891 8.35490 -15.53078 0.335
H -15.18909 7.37774 -16.93716 0.276
H -13.55130 7.88717 -16.89393 0.265

***

Q | 171
Properties=species:S:1:pos:R:3:mulliken_charge:R:1 method="wB97M-V/def2-TZVPD" homo_ev=-8.2 smiles=COC[C@H](C)N.COC[C@H](C)N.COC[C@H](C)N.COCCNCCOC.COCCNCCOC.COCCNCCOC.COCCNCCOC.COCCNCCOC homo_lumo_gap_ev=8.76 total_charge=0
C 5.60695 -1.96719 18.85751 -0.704
O 6.69970 -2.81635 19.31552 -0.246
C 7.11467 -2.75368 20.72587 -0.032
C 7.82285 -1.44879 21.20423 1.419
C 9.18246 -1.20742 20.51729 -0.992
N 8.19587 -1.49974 22.61429 -0.056
H 5.79255 -0.89408 18.90309 0.223
H 4.77455 -2.20554 19.51962 0.283
H 5.29546 -2.38117 17.89850 0.347
H 6.23103 -2.82564 21.35999 -0.494
H 7.73562 -3.61789 20.96185 0.078
H 7.18632 -0.57852 21.04435 0.078
H 9.78849 -0.46493 21.03647 0.342
H 8.99664 -0.80973 19.51957 0.013
H 9.81290 -2.07667 20.33008 -0.052
H 8.87548 -0.76175 22.73097 -0.186
H 8.69609 -2.36408 22.76525 -0.131
C 9.42462 1.45742 23.76701 -0.700
O 10.34326 0.38193 23.63624 -0.274
C 11.66440 0.76727 23.37668 -0.774
C 12.67719 -0.35154 23.49220 0.284
C 14.06564 0.18416 23.33552 -1.747
N 12.45181 -1.24314 22.37519 -0.152
H 8.42128 1.04316 23.66799 0.090
H 9.39335 2.23540 23.00420 0.372
H 9.32803 1.87977 24.76720 0.345
H 11.74639 1.26565 22.41076 0.313
H 11.96212 1.37577 24.23060 0.466
H 12.70644 -0.84860 24.46183 0.455
H 14.28502 0.91166 24.11700 0.460
H 14.19027 0.68480 22.37535 0.341
H 14.74293 -0.65684 23.48418 0.398
H 11.58475 -1.75944 22.41660 -0.164
H 12.34424 -0.62649 21.58257 -0.137
C 5.89574 -2.11423 26.06084 -0.419
O 5.38657 -3.40850 25.61240 -0.515
C 5.88160 -3.90714 24.39079 0.646
C 5.58503 -5.45276 24.42570 0.165
C 5.91844 -6.21522 23.16553 -1.040
N 4.18405 -5.60183 24.74884 -0.600
H 5.48041 -1.29447 25.47466 0.078
H 6.98568 -2.12329 26.05400 0.210
H 5.59926 -1.91310 27.09028 0.297
H 5.37828 -3.43675 23.54609 -0.198
H 6.94713 -3.72986 24.24486 -0.119
H 6.25375 -5.90846 25.15592 0.202
H 6.94313 -6.11153 22.80867 0.201
H 5.26720 -5.96162 22.32906 0.044
H 5.82360 -7.29790 23.24848 0.374
H 3.72333 -5.13014 23.98376 0.210
H 4.10633 -4.88040 25.45140 0.400
C 10.89904 -3.62825 24.30782 -1.208
O 10.45689 -3.60307 22.95845 0.638
C 10.73630 -4.74688 22.18244 -0.546
C 12.26594 -4.93277 21.75295 -1.157
N 12.78675 -3.86517 20.91019 -0.267
C 12.20811 -3.83372 19.57127 0.017
C 12.64831 -2.54512 18.87574 -1.006
O 12.03908 -1.44561 19.56801 0.314
C 12.18031 -0.21652 18.92399 -0.528
H 11.96221 -3.65604 24.54653 0.295
H 10.57593 -4.55590 24.78022 0.297
H 10.39124 -2.85443 24.88353 0.343
H 10.12800 -4.61256 21.28800 0.001
H 10.31088 -5.62229 22.67312 0.505
H 12.25000 -5.85816 21.17719 0.490
H 12.88764 -5.10179 22.63217 0.387
H 12.69487 -2.94066 21.30635 0.395
H 11.14509 -4.07018 19.61811 -0.351
H 12.63862 -4.72360 19.11208 0.602
H 12.34334 -2.61891 17.83188 0.449
H 13.72657 -2.38559 18.87715 0.472
H 13.25300 -0.10093 18.76875 0.366
H 11.82864 0.53028 19.63582 0.156
H 11.68575 -0.10812 17.95871 -0.123
C 6.02623 -1.89279 14.80007 -0.465
O 5.78583 -0.69316 14.05852 -0.360
C 6.93957 -0.07473 13.53049 -0.116
C 6.54872 0.93945 12.42869 -1.044
N 5.66857 1.94633 13.01842 -0.301
C 4.99116 2.64816 11.85705 -0.767
C 3.87138 3.58293 12.30487 -0.647
O 2.68547 2.91661 12.79365 -0.301
C 1.57093 3.81052 13.11167 -0.736
H 5.06335 -2.32247 15.07637 0.334
H 6.55890 -1.73714 15.73822 -0.095
H 6.57920 -2.65607 14.25260 0.362
H 7.47293 -0.88895 13.03990 0.602
H 7.52959 0.44123 14.28796 -0.065
H 5.99213 0.34534 11.70388 0.420
H 7.34385 1.40174 11.84376 0.448
H 4.96153 1.47555 13.56482 0.242
H 4.55825 1.88423 11.21122 0.422
H 5.77071 3.06595 11.21998 0.433
H 3.52932 4.15215 11.44054 0.443
H 4.39294 4.28185 12.95878 0.326
H 0.79519 3.21971 13.59879 0.242
H 1.16045 4.14996 12.16067 0.310
H 1.86126 4.62435 13.77610 0.299
C 2.78363 -9.75973 26.96792 -0.675
O 1.64055 -9.06112 26.49313 -0.356
C 1.79425 -7.62202 26.50789 -0.486
C 0.70552 -6.88982 25.66664 -0.647
N 1.26010 -6.57367 24.35588 -0.295
C 0.44441 -5.72313 23.49806 -0.678
C 1.02782 -5.17016 22.19561 -0.802
O 2.19669 -4.32036 22.49422 -0.278
C 3.14013 -4.43640 21.43753 -0.457
H 2.58666 -10.78443 26.65280 0.259
H 2.80145 -9.59871 28.04581 0.289
H 3.74439 -9.51216 26.51655 0.251
H 2.79235 -7.23116 26.31004 0.263
H 1.62638 -7.47599 27.57494 0.407
H 0.33774 -5.96948 26.12029 0.385
H -0.13445 -7.58360 25.63172 0.386
H 2.19274 -6.19192 24.42329 0.316
H 0.10104 -4.84896 24.05127 0.341
H -0.46107 -6.22636 23.15896 0.375
H 0.27333 -4.57575 21.68030 0.435
H 1.15109 -5.91717 21.41147 0.433
H 3.39961 -5.45790 21.15946 0.353
H 4.09651 -3.96279 21.65919 -0.276
H 2.71248 -4.02729 20.52218 0.505
C 6.56047 1.22960 17.09199 -0.753
O 5.63795 1.68296 18.02172 -0.411
C 4.32816 1.24050 17.74530 -0.049
C 3.33025 2.03299 18.61754 -1.123
N 3.29588 1.31509 19.91994 -0.084
C 2.39690 1.92510 20.87877 -0.736
C 2.56814 1.10665 22.11732 -0.469
O 3.87570 1.34851 22.63897 -0.446
C 4.64801 0.19127 22.76730 -0.034
H 6.67073 0.15040 16.98586 0.180
H 7.52921 1.62284 17.40026 0.228
H 6.31293 1.69613 16.13849 0.541
H 4.15227 0.17626 17.90205 0.100
H 4.13862 1.41143 16.68561 0.448
H 2.33694 2.10968 18.17531 0.478
H 3.64181 3.06269 18.79294 0.377
H 4.25229 1.24957 20.23786 0.098
H 1.34047 1.94005 20.61076 0.414
H 2.66250 2.95195 21.13005 0.324
H 2.28893 0.05894 22.00576 0.185
H 1.78241 1.46867 22.78039 0.490
H 4.21750 -0.61503 23.36115 0.171
H 5.64748 0.37994 23.15919 -0.009
H 4.72761 -0.25420 21.77568 0.072
C 10.51501 -7.14768 14.76434 -0.786
O 10.42683 -5.88974 15.33941 -0.283
C 9.20829 -5.61397 16.02730 -0.951
C 9.16655 -4.25004 16.75589 0.734
N 9.38462 -3.15064 15.83932 -0.269
C 9.57403 -1.97627 16.59690 2.613
C 9.98831 -0.76471 15.68852 -1.268
O 11.41894 -0.80753 15.45840 -0.324
C 11.96864 0.25515 14.67317 -0.869
H 9.89681 -7.14022 13.86663 0.318
H 10.20065 -7.92375 15.46220 0.305
H 11.51892 -7.30609 14.37041 0.230
H 9.02251 -6.38742 16.77253 0.476
H 8.36451 -5.61175 15.33727 0.371
H 9.81666 -4.26280 17.63071 -0.633
H 8.19045 -4.14345 17.22913 0.086
H 10.14117 -3.33238 15.19533 0.408
H 10.32477 -2.13299 17.37145 -1.420
H 8.62474 -1.69738 17.05427 -0.688
H 9.76113 0.20167 16.13861 0.476
H 9.43425 -0.89891 14.75948 0.613
H 11.51507 1.17881 15.03262 0.329
H 11.58846 0.16531 13.65557 0.310
H 13.05838 0.23356 14.66392 0.254

***

Structures ranked by computed energy, the most stable listed first: P, Q.